ORCA calculation (ωB97M-V with the def2-TZVPD basis set) on an isolated ion of composition C5H9FIN2O3S and charge -1.

SMILES string ... CC(C)O/C(N[S@@](=N)(=O)[O-])=C(\F)I
Energy above the lowest of the compared OMol25 structures with the same formula, charge and spin ... 0.0 kcal/mol
Total energy ... -1326.89950 hartree
HOMO energy ... -4.113 eV
LUMO ... 2.99 eV
Orbital gap ... 7.100 eV
Largest force on an atom ... 1.15 eV/A

ORCA input file:
```
! RIJCOSX wB97M-V def2-TZVPD def2/J DEFGRID3
* xyz -1 1
C 1.327 0.803 1.430
C 0.243 -0.222 1.764
C -0.442 0.076 3.094
O -0.781 -0.223 0.775
C -0.416 -0.699 -0.483
N -0.588 0.196 -1.483
S -0.567 0.383 -3.336
N -1.178 1.788 -3.446
O 0.845 0.254 -3.629
O -1.449 -0.650 -3.802
C 0.039 -1.959 -0.600
F 0.156 -2.815 0.459
I 0.660 -2.765 -2.429
H 1.762 0.572 0.458
H 0.902 1.804 1.390
H 2.111 0.772 2.184
H 0.711 -1.212 1.833
H -0.881 1.070 3.073
H 0.278 0.014 3.907
H -1.232 -0.651 3.261
H -1.065 1.027 -1.166
H -0.433 2.437 -3.255
*
```



ORCA calculation (ωB97M-V with the def2-TZVPD basis set) on an isolated molecule of C5H9FN2.

SMILES string ... CC/C=C(F)\C=N\N
Energy above the lowest of the compared OMol25 structures with the same formula, charge and spin ... 98.5 kcal/mol
Total energy ... -405.13338 hartree
HOMO energy ... -8.106 eV
LUMO ... 0.59 eV
Orbital gap ... 8.699 eV
Largest force on an atom ... 5.72 eV/A

ORCA input file:
```
! RIJCOSX wB97M-V def2-TZVPD def2/J DEFGRID3
* xyz 0 1
C -1.230 -1.357 -0.762
C -1.290 -0.666 0.650
C -1.329 0.825 0.355
C -0.220 1.540 0.046
F -0.489 2.862 -0.451
C 1.089 1.164 0.219
N 1.362 -0.068 -0.044
N 2.624 -0.263 -0.163
H -1.436 -2.506 -0.512
H -0.162 -1.100 -1.152
H -2.005 -0.929 -1.526
H -0.296 -0.705 1.235
H -2.080 -1.213 1.443
H -2.232 1.350 0.018
H 1.790 2.112 0.421
H 2.828 -1.337 -0.365
H 3.076 0.292 0.589
*
```



ORCA calculation (ωB97M-V with the def2-TZVPD basis set) on an isolated ion of composition C5H9FNO2 and charge +1.

SMILES string ... [NH3+][C@@H](/C=C/C(=O)O)CF
Energy above the lowest of the compared OMol25 structures with the same formula, charge and spin ... 0.0 kcal/mol
Total energy ... -500.75138 hartree
HOMO energy ... -14.163 eV
LUMO ... -4.15 eV
Orbital gap ... 10.009 eV
Largest force on an atom ... 2.35 eV/A

ORCA input file:
```
! RIJCOSX wB97M-V def2-TZVPD def2/J DEFGRID3
* xyz 1 1
N -0.135 0.234 -2.021
C -0.244 0.864 -0.683
C 0.307 -0.153 0.290
C -0.516 -0.915 1.066
C -0.066 -1.951 1.979
O 1.116 -2.131 2.147
O -1.035 -2.691 2.588
C 0.541 2.175 -0.604
F 1.645 2.120 -1.440
H 0.273 -0.683 -1.907
H -1.031 0.134 -2.459
H 0.481 0.800 -2.597
H -1.281 1.070 -0.427
H 1.392 -0.210 0.408
H -1.576 -0.768 1.040
H -0.561 -3.285 3.156
H 0.802 2.399 0.432
H -0.109 2.992 -0.967
*
```



ORCA calculation (ωB97M-V with the def2-TZVPD basis set) on an isolated molecule of C5H9FO.

SMILES string ... OCC/C=C\CF
Energy above the lowest of the compared OMol25 structures with the same formula, charge and spin ... 31.7 kcal/mol
Total energy ... -370.96311 hartree
HOMO energy ... -9.830 eV
LUMO ... 0.88 eV
Orbital gap ... 10.711 eV
Largest force on an atom ... 3.09 eV/A

ORCA input file:
```
! RIJCOSX wB97M-V def2-TZVPD def2/J DEFGRID3
* xyz 0 1
O -1.133 -1.170 -0.837
C -1.217 -0.718 0.500
C -1.151 0.794 0.524
C 0.111 1.418 -0.094
C 1.279 0.939 -0.409
C 1.722 -0.510 -0.367
F 1.885 -1.002 0.877
H -1.358 -2.080 -0.921
H -0.401 -1.260 1.005
H -2.153 -1.041 0.959
H -1.961 1.132 -0.131
H -1.244 1.182 1.539
H -0.021 2.483 -0.077
H 2.087 1.622 -0.755
H 2.630 -0.637 -0.995
H 0.925 -1.153 -0.818
*
```



ORCA calculation (ωB97M-V with the def2-TZVPD basis set) on a 2-piece molecular cluster, C5H9FSi overall.

Energy above the lowest of the compared OMol25 structures with the same formula, charge and spin ... 0.1 kcal/mol
⟨S²⟩ ... 2.037
Total energy ... -585.11586 hartree
HOMO energy (alpha / beta) ... -6.193 / -9.916 eV
LUMO (alpha / beta) ... 1.06 / -1.51 eV
Orbital gap (alpha / beta) ... 7.249 / 8.401 eV
Largest force on an atom ... 4.05 eV/A

ORCA input file:
```
! RIJCOSX wB97M-V def2-TZVPD def2/J DEFGRID3
* xyz 0 3
C 0.040 -1.880 0.518
C 0.082 -0.121 -2.087
C -0.435 -0.776 1.040
C -0.819 0.270 -1.172
C -0.928 0.313 0.239
F -0.419 3.359 1.210
Si 0.825 2.381 1.071
H 0.418 -2.693 1.199
H -0.017 -2.088 -0.532
H -0.238 -0.101 -3.102
H 0.920 -0.634 -1.754
H -0.370 -0.792 2.165
H -1.593 0.818 -1.586
H -1.690 0.877 0.721
H 1.641 2.438 2.396
H 1.636 2.427 -0.035
*
```



ORCA calculation (ωB97M-V with the def2-TZVPD basis set) on C5H9FeMgO4 as an isolated structure.

Energy above the lowest of the compared OMol25 structures with the same formula, charge and spin ... 3.9 kcal/mol
⟨S²⟩ ... 12.018
Total energy ... -1960.34190 hartree
HOMO energy (alpha / beta) ... -9.288 / -13.849 eV
LUMO (alpha / beta) ... -4.26 / -6.11 eV
Orbital gap (alpha / beta) ... 5.028 / 7.737 eV
Largest force on an atom ... 6.37 eV/A

ORCA input file:
```
! RIJCOSX wB97M-V def2-TZVPD def2/J DEFGRID3
* xyz 1 7
O -0.022 -1.701 -0.325
C -1.327 -1.656 0.153
C -1.654 -0.234 0.575
O -1.335 0.580 -0.549
C -2.414 1.310 -1.103
Mg 0.610 0.602 -1.355
H -1.593 -2.329 0.987
H -2.004 -1.940 -0.675
H -1.078 0.142 1.434
H -2.702 -0.159 0.902
H -2.041 2.245 -1.542
H -2.901 0.705 -1.878
H -3.144 1.541 -0.313
O 3.483 -1.337 1.315
C 4.106 -0.242 1.114
C 3.282 0.775 0.326
O 1.964 0.402 0.053
Fe 1.609 -1.419 0.535
H 3.874 1.008 -0.583
H 3.289 1.706 0.928
*
```



ORCA calculation (ωB97M-V with the def2-TZVPD basis set) on C5H9FeO3 as an isolated structure.

Energy above the lowest of the compared OMol25 structures with the same formula, charge and spin ... 3.3 kcal/mol
⟨S²⟩ ... 8.757
Total energy ... -1684.48235 hartree
HOMO energy (alpha / beta) ... -17.955 / -18.836 eV
LUMO (alpha / beta) ... -10.96 / -11.53 eV
Orbital gap (alpha / beta) ... 6.991 / 7.305 eV
Largest force on an atom ... 3.66 eV/A

ORCA input file:
```
! RIJCOSX wB97M-V def2-TZVPD def2/J DEFGRID3
* xyz 2 6
H 4.264 -1.191 2.240
O 0.858 -0.886 -0.715
O -1.168 -0.210 -0.460
O 0.487 1.198 0.040
C 2.233 -0.678 -0.773
C -2.165 0.764 -0.033
C 3.014 -0.859 0.317
C -3.516 0.108 -0.127
C 0.069 0.110 -0.376
H 2.608 -0.548 -1.790
H -1.919 1.064 0.992
H -2.075 1.632 -0.696
H 4.092 -0.824 0.138
H 2.544 -1.161 1.259
H -4.275 0.838 0.185
H -3.734 -0.202 -1.156
H -3.578 -0.763 0.537
Fe 2.260 1.607 0.418
*
```



ORCA calculation (ωB97M-V with the def2-TZVPD basis set) on C5H9HgMgO4 as an isolated structure.

Energy above the lowest of the compared OMol25 structures with the same formula, charge and spin ... 85.3 kcal/mol
⟨S²⟩ ... 0.753
Total energy ... -850.04225 hartree
HOMO energy (alpha / beta) ... -6.071 / -7.431 eV
LUMO (alpha / beta) ... -0.98 / -0.99 eV
Orbital gap (alpha / beta) ... 5.092 / 6.443 eV
Largest force on an atom ... 8.44 eV/A

ORCA input file:
```
! RIJCOSX wB97M-V def2-TZVPD def2/J DEFGRID3
* xyz 0 2
O 0.595 2.779 -0.132
C 1.727 2.105 -0.179
C 1.799 0.773 0.035
O 0.587 0.169 0.401
C 0.193 -1.013 -0.300
C -1.243 -1.273 0.083
O -1.980 -0.054 -0.102
C -3.398 -0.236 -0.060
Hg -0.871 1.571 0.272
H 2.651 2.657 -0.398
H 0.827 -1.861 -0.009
H 0.289 -0.838 -1.382
H -1.331 -1.580 1.136
H -1.664 -2.056 -0.561
H -3.866 0.743 -0.199
H -3.699 -0.911 -0.871
H -3.689 -0.659 0.911
H 2.698 0.150 0.012
Mg 4.331 0.000 0.912
O 6.045 -0.467 0.431
*
```



ORCA calculation (ωB97M-V with the def2-TZVPD basis set) on C5H9HgO3 as an isolated structure.

Energy above the lowest of the compared OMol25 structures with the same formula, charge and spin ... 7.8 kcal/mol
Total energy ... -574.60940 hartree
HOMO energy ... -13.988 eV
LUMO ... -6.75 eV
Orbital gap ... 7.236 eV
Largest force on an atom ... 8.84 eV/A

ORCA input file:
```
! RIJCOSX wB97M-V def2-TZVPD def2/J DEFGRID3
* xyz 1 1
O 0.899 1.886 -0.282
C 0.474 0.732 -0.105
O -0.712 0.471 -0.554
C -1.714 -0.170 0.279
C 1.424 -0.525 0.346
H 0.878 -1.385 0.765
C 2.499 -0.923 -0.654
H 2.262 -1.854 -1.185
H 2.610 -0.159 -1.442
H 3.454 -1.053 -0.122
C -3.058 0.387 -0.110
H -1.477 0.046 1.328
H -1.658 -1.252 0.117
H -3.191 1.405 0.278
H -3.838 -0.254 0.323
H -3.181 0.395 -1.200
Hg 2.498 1.940 0.813
O 1.832 0.314 1.404
*
```



ORCA calculation (ωB97M-V with the def2-TZVPD basis set) on an isolated ion of composition C5H9IN2P and charge +1.

SMILES string ... C/N=C/C=[N+](/C)C#[PH]I
Energy above the lowest of the compared OMol25 structures with the same formula, charge and spin ... 71.9 kcal/mol
Total energy ... -944.09891 hartree
HOMO energy (alpha / beta) ... -12.319 / -12.319 eV
LUMO (alpha / beta) ... -5.09 / -5.09 eV
Orbital gap (alpha / beta) ... 7.226 / 7.225 eV
Largest force on an atom ... 3.94 eV/A

ORCA input file:
```
! RIJCOSX wB97M-V def2-TZVPD def2/J DEFGRID3
* xyz 1 1
C 0.571 2.655 -0.188
N -0.133 1.451 -0.033
C -1.281 1.116 0.430
C -1.562 -0.252 0.514
N -0.566 -1.091 0.169
C -0.781 -2.531 0.255
C 0.613 -0.687 -0.179
P 1.900 -0.345 -1.269
I 3.787 -0.058 0.232
H 1.079 2.935 0.741
H 1.325 2.520 -0.971
H -0.104 3.465 -0.483
H -2.022 1.841 0.758
H -2.493 -0.660 0.860
H 0.144 -3.042 0.520
H -1.537 -2.748 1.007
H -1.127 -2.903 -0.713
H 2.188 -1.667 -1.649
*
```